(1)
Here is 3 unconnected molecules or ions with the total composition C4H13NO2 at a distorted geometry from the Open Molecules 2025 dataset. Energies are from ωB97M-V/def2-TZVPD.

Summary:
Calculated total energy in Eh: -365.3858
Charge: 0
SMILES: C1CCNC1.O.O

Each line ends with the Löwdin charge.
Positions of all 20 atoms, in Å:
C  0.902  2.103  -0.186  -0.19
C  1.438  0.708  -0.672  -0.18
C  0.547  -0.263  0.105  -0.20
N  -0.675  0.519  0.671  -0.05
C  -0.558  1.783  -0.191  -0.27
H  1.244  2.919  -0.849  0.11
H  1.276  2.304  0.824  0.11
H  2.427  0.714  -0.222  0.09
H  1.464  0.592  -1.760  0.11
H  0.100  -1.190  -0.256  0.10
H  1.067  -0.576  1.033  0.10
H  -1.456  0.161  0.120  0.07
H  -1.252  2.569  0.158  0.11
H  -0.908  1.571  -1.199  0.10
O  -6.976  -0.836  0.432  -0.07
H  -7.128  -1.540  -0.214  0.03
H  -6.742  -0.067  -0.106  0.03
O  4.976  -3.428  0.826  -0.07
H  4.405  -4.214  0.774  0.04
H  5.849  -3.829  0.713  0.03



(2)
Here is 2 unconnected molecules or ions with the total composition C8H15Cl2OP at a distorted geometry from the Open Molecules 2025 dataset. Energies are from ωB97M-V/def2-TZVPD.

Summary:
Calculated total energy in Eh: -1650.6510
Charge: 0

Each line ends with the Löwdin charge.
Positions of all 27 atoms, in Å:
C  -0.829  0.633  -0.319  -0.52
C  -0.712  0.518  -1.656  -0.79
C  -1.534  1.806  0.310  -0.12
C  1.659  0.159  -3.373  -0.09
C  0.667  0.173  2.796  -0.20
C  -0.641  -1.982  3.116  -0.14
C  0.339  -0.587  -3.497  -0.22
C  -0.530  -0.665  2.319  -0.62
O  -0.416  -0.589  -2.288  -0.13
P  -0.261  -0.945  0.435  1.18
Cl  -1.240  1.904  -2.548  0.81
Cl  2.504  -0.163  0.072  -0.16
H  -0.902  2.206  1.235  0.12
H  -2.618  1.423  0.672  0.14
H  -1.629  2.526  -0.380  -0.05
H  2.333  0.215  -4.322  0.13
H  1.578  1.164  -3.204  0.03
H  2.126  -0.330  -2.629  -0.03
H  1.520  -0.258  2.345  -0.06
H  0.697  1.234  2.703  0.04
H  0.902  0.089  3.986  0.13
H  -1.305  -1.706  4.075  0.13
H  0.428  -2.335  3.297  0.10
H  -1.190  -2.617  2.470  0.02
H  0.630  -1.623  -3.916  0.16
H  -0.159  -0.070  -4.235  0.07
H  -1.419  -0.182  2.534  0.06



no.,frontier orbital gap (eV)
1,10.02
2,7.07